[1]
{
  "formula": "C14H17NO2Ti",
  "method": "wB97M-V/def2-TZVPD",
  "e_homo_ev": [-7.04, -7.62],
  "e_lumo_ev": [-0.334, -0.323],
  "gap_ev": [6.71, 7.29],
  "relative_energy_kj_mol": 10.1,
  "total_charge": 0,
  "spin_multiplicity": 3,
  "e_tot_ev": -43490.607,
  "symbols": ["C", "C", "C", "H", "C", "H", "H", "H", "C", "H", "H", "C", "H", "H", "C", "H", "H", "C", "H", "H", "Ti", "H", "O", "C", "O", "C", "C", "C", "C", "C", "N", "H", "H", "H", "H"],
  "coordinates": [[-1.039, -1.044, -1.190], [1.584, -0.076, -1.899], [-1.442, 0.309, -1.312], [-1.604, -1.704, -0.524], [1.211, 1.237, -1.572], [2.605, -0.410, -1.632], [-2.198, 0.738, -0.645], [1.967, 1.890, -1.085], [-1.117, 1.137, -2.527], [-1.931, 1.863, -2.616], [-1.125, 0.492, -3.412], [-0.344, -1.698, -2.362], [-1.061, -1.876, -3.175], [0.080, -2.647, -2.036], [0.868, -0.940, -2.937], [0.599, -0.470, -3.902], [1.608, -1.700, -3.223], [0.205, 1.939, -2.491], [0.557, 2.081, -3.540], [-0.038, 2.940, -2.109], [0.240, 0.091, 0.000], [-1.423, -0.157, 0.842], [0.857, -3.142, 2.283], [0.759, -1.989, 1.883], [0.949, -1.621, 0.575], [0.374, -0.799, 2.755], [0.285, -0.883, 4.141], [-0.064, 0.228, 4.909], [-0.373, 1.416, 4.248], [-0.303, 1.450, 2.847], [0.193, 0.406, 2.121], [0.511, -1.866, 4.547], [-0.084, 0.189, 5.993], [-0.689, 2.304, 4.789], [-0.615, 2.311, 2.253]]
}

[2]
{
  "formula": "C4H6ClN3",
  "method": "wB97M-V/def2-TZVPD",
  "e_homo_ev": -9.69,
  "e_lumo_ev": -0.283,
  "gap_ev": 9.41,
  "relative_energy_kj_mol": 221.7,
  "total_charge": 0,
  "e_tot_ev": -21236.606,
  "smiles": "NC1(Cl)N=CCC=N1",
  "symbols": ["C", "C", "C", "C", "N", "N", "N", "Cl", "H", "H", "H", "H", "H", "H"],
  "coordinates": [[1.266, 0.078, 0.454], [-0.647, -1.151, 0.242], [0.746, -1.214, -0.091], [-0.726, 1.067, -0.295], [0.613, 1.146, 0.311], [-1.411, -0.084, -0.015], [-1.291, 2.245, -0.198], [-0.195, 0.763, -2.343], [2.250, 0.161, 1.013], [-1.157, -1.993, 0.512], [0.718, -0.981, -1.248], [1.348, -2.078, 0.104], [-0.586, 2.997, -0.104], [-2.104, 2.488, -0.750]]
}

[3]
{
  "formula": "C12H13NO3",
  "method": "wB97M-V/def2-TZVPD",
  "e_homo_ev": -9.41,
  "e_lumo_ev": -1.408,
  "gap_ev": 8.00,
  "relative_energy_kj_mol": 1383.0,
  "total_charge": 0,
  "e_tot_ev": -20273.163,
  "smiles": "CCCCON1C(=O)c2ccccc2C1=O",
  "symbols": ["C", "C", "C", "C", "O", "N", "C", "O", "C", "C", "C", "C", "C", "C", "C", "O", "H", "H", "H", "H", "H", "H", "H", "H", "H", "H", "H", "H", "H"],
  "coordinates": [[-1.569, -3.334, -1.112], [-0.707, -2.954, -2.464], [0.257, -1.636, -2.308], [1.278, -1.692, -1.016], [1.229, -0.509, -0.143], [0.257, -0.596, 0.784], [0.680, -0.151, 2.200], [0.987, -0.911, 3.256], [0.596, 1.482, 2.093], [1.265, 2.692, 2.973], [0.901, 4.250, 2.495], [-0.041, 4.611, 1.183], [-0.698, 3.365, 0.282], [-0.356, 1.850, 0.810], [-0.804, 0.362, 0.289], [-1.940, 0.185, -0.390], [-1.334, -4.474, -0.875], [-2.729, -3.308, -1.395], [-1.330, -2.671, -0.177], [-0.068, -3.906, -2.761], [-1.495, -2.787, -3.325], [-0.424, -0.668, -2.336], [0.915, -1.576, -3.302], [1.125, -2.719, -0.460], [2.375, -1.739, -1.472], [1.956, 2.425, 3.880], [1.323, 5.180, 3.103], [-0.285, 5.707, 0.854], [-1.364, 3.521, -0.668]]
}

[4]
{
  "formula": "C4H6",
  "method": "wB97M-V/def2-TZVPD",
  "e_homo_ev": [-22.69, -22.69],
  "e_lumo_ev": [-15.196, -15.197],
  "gap_ev": [7.50, 7.49],
  "relative_energy_kj_mol": 474.3,
  "total_charge": 2,
  "e_tot_ev": -4211.630,
  "symbols": ["H", "C", "C", "C", "H", "H", "H", "C", "H", "H"],
  "coordinates": [[0.693, -0.957, 0.350], [2.446, -1.755, -0.770], [2.710, -0.249, -1.070], [1.259, -1.114, -0.567], [3.633, -0.287, -0.450], [2.714, 0.313, -2.019], [1.680, -2.680, -1.885], [0.201, -2.472, -1.764], [-0.134, -3.375, -1.243], [-0.584, -1.862, -2.222]]
}

[5]
{
  "formula": "C23H30N2O",
  "method": "wB97M-V/def2-TZVPD",
  "e_homo_ev": -7.91,
  "e_lumo_ev": 0.762,
  "gap_ev": 8.68,
  "relative_energy_kj_mol": 101.8,
  "total_charge": 0,
  "e_tot_ev": -29365.999,
  "smiles": "CC(C)N1CCN(Cc2ccc3c(c2)Cc2ccccc2-3)C[C@@H]1CCO",
  "symbols": ["C", "H", "H", "H", "C", "N", "C", "C", "N", "C", "H", "C", "C", "H", "H", "C", "O", "H", "H", "H", "H", "H", "C", "C", "C", "C", "C", "C", "C", "H", "C", "C", "C", "C", "C", "C", "C", "H", "H", "H", "H", "H", "H", "H", "H", "H", "H", "H", "H", "H", "H", "H", "C", "H", "H", "H"],
  "coordinates": [[1.277, 1.754, 4.517], [0.284, 1.723, 4.959], [1.559, 0.749, 4.210], [1.979, 2.082, 5.281], [1.325, 2.725, 3.327], [0.531, 2.355, 2.168], [1.167, 1.574, 1.132], [0.926, 0.066, 1.249], [-0.504, -0.176, 1.274], [-1.076, 0.466, 2.440], [-0.637, 0.064, 3.371], [-0.857, 1.989, 2.373], [-1.738, 2.594, 1.266], [-2.768, 2.257, 1.411], [-1.402, 2.236, 0.295], [-1.698, 4.120, 1.291], [-2.270, 4.661, 2.461], [-3.180, 4.351, 2.527], [-2.208, 4.521, 0.402], [-0.661, 4.458, 1.287], [-1.185, 2.424, 3.321], [-2.150, 0.258, 2.461], [-0.818, -1.592, 1.205], [-0.438, -2.159, -0.136], [0.207, -3.386, -0.240], [0.555, -3.914, -1.472], [0.256, -3.190, -2.615], [-0.394, -1.950, -2.516], [-0.745, -1.437, -1.288], [-1.240, -0.483, -1.193], [-0.603, -1.363, -3.882], [0.003, -2.403, -4.780], [0.109, -2.413, -6.154], [0.719, -3.498, -6.770], [1.212, -4.555, -6.019], [1.109, -4.553, -4.638], [0.502, -3.472, -4.019], [1.494, -5.377, -4.056], [1.682, -5.389, -6.519], [0.810, -3.520, -7.846], [-0.273, -1.592, -6.745], [-1.663, -1.209, -4.099], [-0.104, -0.396, -3.988], [1.056, -4.868, -1.537], [0.442, -3.937, 0.660], [-1.901, -1.697, 1.340], [-0.323, -2.165, 2.012], [1.416, -0.334, 2.156], [1.353, -0.440, 0.380], [0.769, 1.900, 0.165], [2.240, 1.776, 1.136], [2.364, 2.764, 2.978], [0.941, 4.136, 3.783], [1.540, 4.427, 4.642], [-0.109, 4.192, 4.054], [1.118, 4.845, 2.979]]
}